No. 1
60
Properties=species:S:1:pos:R:3 method="wB97M-V/def2-TZVPD" homo_ev="-7.26 / -7.35" lumo_energy_ev="-0.73 / -0.72" fmax_ev_per_a=1.58 spin_multiplicity=1 charge=0
Ni 1.26 -0.12 1.68
S 1.61 -1.10 -0.22
S 3.74 0.42 1.45
P -0.98 -0.07 1.99
O -0.07 3.48 2.88
O 1.16 1.66 2.70
N 2.45 -3.21 -1.45
N 2.63 2.74 0.82
N 3.07 1.28 -0.94
N 0.10 -3.02 -1.27
C -4.88 -2.28 2.99
C 1.96 3.35 -1.33
C -1.33 0.64 0.35
C -2.49 -2.09 3.17
C 1.48 4.87 0.63
C 2.34 1.65 -3.17
C 1.34 -2.61 -1.02
C -1.16 1.36 3.13
C 3.10 1.55 0.35
C 2.32 -4.30 -2.19
C -4.90 -1.18 2.15
C 3.60 -4.92 -2.67
C -3.73 -0.53 1.83
C 1.06 -4.80 -2.51
C -1.60 0.14 -2.00
C -1.32 2.00 0.05
C -1.48 -0.28 -0.69
C -1.43 2.42 -1.27
C -1.57 1.49 -2.29
C -3.67 -2.74 3.50
C -0.03 -4.10 -2.01
C -2.52 -0.98 2.34
C 2.04 3.65 0.01
C 0.07 2.27 2.89
C 2.48 2.12 -1.77
H 4.09 -5.42 -1.84
H 1.61 0.84 -3.19
H -1.11 0.98 4.15
H 2.00 2.45 -3.83
H -1.47 -1.34 -0.46
H -1.21 2.73 0.83
H -3.66 -3.60 4.15
H -5.79 -2.79 3.24
H -1.70 -0.59 -2.78
H 2.47 2.79 1.84
H -1.55 -2.44 3.56
H -1.42 3.47 -1.49
H -1.04 -4.41 -2.22
H 0.94 -5.68 -3.12
H 3.28 1.24 -3.52
H 4.26 -4.13 -3.01
H -2.11 1.89 3.00
H -5.85 -0.83 1.76
H 0.82 4.59 1.46
H 3.42 -5.63 -3.47
H -3.75 0.33 1.17
H 1.50 4.03 -2.02
H -1.63 1.83 -3.31
H 0.94 5.46 -0.09
H 2.28 5.48 1.07



No. 2
31
Properties=species:S:1:pos:R:3 method="wB97M-V/def2-TZVPD" homo_ev=-4.99 lumo_energy_ev=3.22 fmax_ev_per_a=7.27 spin_multiplicity=1 charge=-1
O 1.30 -0.67 3.08
O 0.43 -2.19 -0.27
O -2.77 1.91 -0.62
O -1.33 0.39 3.07
O -0.12 2.06 -0.97
O -1.06 0.30 0.18
O 2.77 -2.70 1.70
O -2.57 -1.12 -1.30
N 1.59 0.87 -2.00
C 0.62 -1.33 -1.33
C 0.06 0.89 -0.13
C 0.67 1.95 -2.17
C 1.14 0.02 -0.89
H 0.06 1.75 -2.99
H -1.72 -0.70 -0.85
H 1.13 2.89 -2.38
H 1.36 0.08 3.55
H 0.38 -0.94 3.23
H 2.88 -1.71 1.88
H 0.47 1.36 0.86
H 2.48 1.20 -1.77
H 1.30 -1.89 -1.89
H 1.91 -2.84 1.61
H -0.27 -1.66 0.31
H -0.35 -1.17 -1.99
H -2.97 -0.33 -1.62
H -2.24 2.66 -0.59
H -2.20 0.14 3.10
H -1.17 0.94 2.25
H 1.92 -0.13 -0.21
H -2.31 1.20 -0.35



No. 3
143
Properties=species:S:1:pos:R:3 method="wB97M-V/def2-TZVPD" homo_ev=-9.28 lumo_energy_ev=-2.39 fmax_ev_per_a=6.21 spin_multiplicity=1 charge=+1
S -1.48 0.96 -3.28
P 3.07 4.90 1.93
F 0.54 4.83 -2.63
O -1.12 -2.02 1.98
O -1.68 -5.86 -5.22
O 3.00 6.52 2.16
O -0.50 -5.78 0.57
O -4.60 -0.06 1.11
O 2.88 4.03 3.30
O -6.36 -4.46 3.74
O 3.84 0.05 -5.75
O 0.14 4.95 3.15
N 0.65 6.44 0.86
N -0.57 2.98 -1.65
N -0.35 0.23 -0.08
N 1.96 5.07 -0.74
N -0.05 3.66 1.28
C 5.05 1.64 1.37
C 1.36 1.75 0.94
C 3.60 3.19 -0.15
C -1.85 -7.28 -5.16
C 4.34 6.11 -1.02
C -6.02 -0.04 3.06
C 5.20 6.00 -2.06
C -2.71 -3.56 1.01
C 3.14 2.24 -4.86
C 2.67 2.39 -3.40
C 1.52 4.20 -1.90
C -0.03 2.73 3.71
C 0.65 5.87 -0.44
C -0.79 -6.27 -1.78
C 1.49 -6.24 -0.73
C 4.15 0.42 1.31
C 7.04 3.59 1.52
C -5.88 -4.79 5.05
C -0.96 2.09 -2.36
C 2.86 6.23 -1.14
C 7.22 2.40 2.22
C 0.06 3.84 2.70
C -2.83 -2.94 3.44
C 5.88 3.79 0.81
C 4.82 2.88 0.72
C 0.09 -5.63 -0.73
C -2.49 -2.46 2.03
C -6.18 -3.64 6.01
C 0.19 0.81 1.16
C -6.70 1.12 0.94
C -1.45 3.65 0.88
C 6.23 1.44 2.11
C 2.52 3.87 -3.02
C 1.04 3.18 0.44
C 4.31 -0.65 -4.63
C -5.96 -0.07 1.54
C -3.22 -7.67 -5.70
C -6.50 -6.09 5.53
C 2.73 0.87 -5.45
C -0.73 -7.97 -5.93
C 2.36 4.08 0.33
C 0.82 2.98 -1.13
H 2.11 -5.78 0.03
H -1.81 4.51 0.31
H -1.73 2.76 0.32
H -0.75 -7.67 -6.98
H 7.81 4.34 1.55
H -0.37 -6.14 -2.78
H 1.97 -6.11 -1.70
H 6.39 0.49 2.61
H 3.50 -1.14 -4.07
H -1.08 2.44 3.84
H 6.03 5.31 -2.07
H 3.53 4.23 -2.81
H -7.59 -5.99 5.59
H -4.00 -7.16 -5.14
H -6.24 2.06 1.26
H -0.23 6.35 1.33
H 5.00 6.61 -2.94
H 1.89 1.86 1.88
H 4.98 -1.43 -4.98
H 3.74 0.32 0.30
H 2.43 6.85 2.88
H -1.35 0.31 -0.10
H -0.57 -2.78 2.20
H -1.74 -5.60 -6.15
H 2.09 0.32 -4.74
H 5.81 4.73 0.28
H 8.10 2.18 2.82
H 1.75 1.82 -3.32
H 2.60 7.14 -0.61
H -2.46 -3.21 0.01
H 4.77 -0.46 1.45
H 2.14 1.01 -6.35
H 1.16 2.01 -1.43
H -6.28 -6.90 4.83
H 3.27 2.25 -0.58
H 2.03 1.19 0.30
H -3.11 -1.60 1.79
H -0.64 1.18 1.75
H -0.57 -6.73 0.75
H -3.38 -8.74 -5.64
H 3.41 1.89 -2.77
H 2.63 2.99 -5.46
H -7.32 -4.35 3.81
H -7.05 -0.07 3.42
H 4.22 2.36 -4.94
H 0.99 7.39 0.89
H -2.19 -3.78 3.73
H -0.23 5.26 -0.52
H 1.44 -7.31 -0.51
H -4.80 -4.91 4.96
H 0.16 -4.56 -0.91
H -2.66 -2.14 4.17
H -5.79 -3.85 7.01
H 3.01 3.09 3.17
H 0.24 -7.67 -5.53
H -0.06 -0.73 -0.19
H -5.49 -0.89 3.48
H -6.40 -1.00 1.18
H -2.06 -4.41 1.22
H -4.19 0.75 1.43
H -0.82 -9.05 -5.87
H -6.64 1.09 -0.15
H -5.55 0.86 3.45
H -3.31 -7.36 -6.75
H -1.78 -7.55 -4.10
H 0.54 6.64 -1.19
H 0.58 -0.04 1.73
H -3.87 -3.26 3.50
H 2.26 4.39 -3.93
H -6.13 -6.37 6.52
H 4.77 6.27 -0.04
H 4.82 0.03 -3.93
H 3.39 0.37 2.08
H -7.75 1.12 1.23
H -3.74 -3.90 1.01
H 0.31 3.09 4.67
H 2.60 6.46 -2.17
H -0.91 -7.34 -1.59
H -7.25 -3.47 6.08
H -2.07 3.61 1.78
H -5.73 -2.72 5.65
H 4.05 3.70 -0.99
H -1.79 -5.83 -1.77
H 0.52 1.83 3.47



No. 4
6
Properties=species:S:1:pos:R:3 method="wB97M-V/def2-TZVPD" homo_ev=-10.83 lumo_energy_ev=0.09 fmax_ev_per_a=1.48 spin_multiplicity=1 charge=0
S -0.44 2.84 -1.46
O -0.32 0.18 1.66
N 0.34 -1.42 0.04
C -0.03 -0.71 0.96
C -0.51 1.33 -1.40
H 0.96 -2.22 0.19



No. 5
93
Properties=species:S:1:pos:R:3 method="wB97M-V/def2-TZVPD" homo_ev=-8.38 lumo_energy_ev=-1.23 fmax_ev_per_a=3.74 spin_multiplicity=1 charge=0
Br 2.69 -6.71 0.32
Br 1.07 -4.50 -1.44
Cl -2.89 1.78 -0.76
Cl -1.19 7.00 0.86
Cl -1.80 -7.68 -1.71
Cl -2.25 -4.35 -2.80
Cl -0.25 1.06 1.28
Cl -5.16 0.44 -3.89
Cl -4.53 -2.07 -6.10
Cl -0.09 -1.82 -3.55
Cl -2.04 0.15 5.26
Cl -3.34 4.49 1.69
Cl 1.00 2.99 3.43
Cl -3.49 3.20 4.71
Cl 3.63 1.25 4.73
Cl -1.06 4.68 9.23
Cl -3.32 7.09 8.39
Cl -1.25 -9.75 -4.37
S 2.27 0.01 0.98
P 5.05 1.68 -2.79
P 5.76 -1.09 -4.60
O 4.18 2.86 -1.93
N 6.68 1.84 -2.17
N 3.15 0.80 -0.17
N 2.36 -1.59 0.56
N 5.55 -2.31 -5.61
C -3.59 5.33 8.39
C -1.38 -2.47 -4.59
C -1.23 1.74 5.24
C 4.46 -0.02 -2.29
C 3.62 -0.18 -1.04
C -2.88 -7.95 -3.11
C -2.59 -2.91 -3.79
C 2.47 3.67 4.19
C 3.48 -2.77 -1.37
C -2.76 0.42 0.38
C -3.69 5.90 0.68
C 3.14 -1.53 -0.59
C 3.69 2.83 3.90
C -4.70 -0.34 -6.47
C -4.16 0.54 -5.36
C 5.08 -4.78 0.30
C -2.50 6.33 -0.15
C -2.82 -9.37 -3.61
C 4.27 -2.61 -2.56
C 4.75 -1.26 -3.02
C -1.98 0.79 1.63
C -2.11 2.84 5.79
C -2.83 4.64 9.50
C 3.62 -5.04 -0.16
C 2.93 -4.12 -0.89
H -4.17 1.58 -5.68
H -4.51 5.62 0.01
H -0.96 -3.28 -5.18
H -2.79 7.11 -0.85
H 3.82 2.65 2.83
H -3.12 3.59 9.55
H -2.99 -10.09 -2.81
H -2.94 -2.12 -3.13
H 4.50 -3.53 -3.15
H 3.81 3.46 -2.60
H -2.51 2.59 6.77
H 2.60 4.67 3.77
H -0.33 1.65 5.86
H -3.40 -3.17 -4.47
H 5.32 0.14 -5.20
H -2.61 -7.24 -3.89
H -3.14 0.27 -5.10
H 5.68 -4.15 -0.40
H -1.54 3.76 5.88
H -3.78 0.14 0.65
H 5.10 -4.41 1.36
H -3.58 -9.52 -4.38
H -1.66 -1.67 -5.27
H 2.29 3.76 5.26
H -3.89 -7.72 -2.78
H -5.75 -0.13 -6.67
H 6.82 1.22 -1.37
H 5.60 -5.79 0.32
H 7.37 1.70 -2.91
H 4.91 -2.99 -5.18
H -2.30 -0.42 -0.14
H 4.59 3.34 4.27
H -4.14 -0.15 -7.39
H -4.66 5.18 8.53
H -3.03 5.10 10.47
H -2.04 -0.03 2.35
H -0.91 1.95 4.22
H -2.38 1.69 2.10
H -4.04 6.71 1.32
H -2.09 5.49 -0.72
H -3.31 4.94 7.41
H 7.13 -0.99 -4.25



No. 6
7
Properties=species:S:1:pos:R:3 method="wB97M-V/def2-TZVPD" homo_ev="-7.83 / -7.95" lumo_energy_ev="-0.63 / -0.41" fmax_ev_per_a=3.58 spin_multiplicity=1 charge=0
I -1.95 -1.24 0.20
I -1.44 2.29 0.27
S 2.78 -0.03 0.83
C -0.94 0.40 -0.36
C 1.36 -0.37 0.39
H 0.85 -1.35 0.17
H -0.66 0.30 -1.50



No. 7
10
Properties=species:S:1:pos:R:3 method="wB97M-V/def2-TZVPD" homo_ev=-9.54 lumo_energy_ev=-0.08 fmax_ev_per_a=7.39 spin_multiplicity=1 charge=0
N 0.61 -0.91 -0.02
N 0.22 -0.11 -1.10
C 1.15 -0.25 -1.99
C -1.64 1.43 1.12
C 0.07 -0.61 1.14
C -0.76 0.55 1.26
H 2.17 -0.81 -1.90
H 1.07 0.40 -2.77
H -2.42 2.04 1.24
H 0.47 -1.15 2.06



No. 8
9
Properties=species:S:1:pos:R:3 method="wB97M-V/def2-TZVPD" homo_ev=-9.93 lumo_energy_ev=0.27 fmax_ev_per_a=2.89 spin_multiplicity=1 smiles="O=C(Cl)Cl.NP=O" charge=0
Cl 0.95 1.53 -0.83
Cl 2.46 -0.89 -0.81
P -0.68 -0.90 -0.26
O 2.53 0.84 1.09
O -0.03 -0.87 1.04
N -2.07 -0.07 -0.15
C 2.06 0.57 0.06
H -2.45 0.04 0.72
H -2.78 -0.25 -0.86



No. 9
110
Properties=species:S:1:pos:R:3 method="wB97M-V/def2-TZVPD" homo_ev=-8.30 lumo_energy_ev=-0.48 fmax_ev_per_a=3.98 spin_multiplicity=1 smiles="CCP(CC)[C@](Br)(C#N)[C@](C#N)(CCC(=O)O)N=C=S.CCOS(C)(=O)=O.CCOS(C)(=O)=O.CCOS(C)(=O)=O.CCOS(C)(=O)=O.CCOS(C)(=O)=O" charge=0
Br -0.74 0.45 -2.29
S 9.24 -2.61 -3.22
S -0.51 1.77 4.28
S -9.24 1.10 0.33
S -3.43 -4.86 -4.44
S -2.37 7.62 7.43
S 3.79 -3.81 -5.87
P 0.86 -2.12 -2.90
O -1.45 3.06 4.35
O -0.25 1.31 5.61
O 3.22 -4.77 -4.96
O -8.81 -0.26 1.08
O -2.86 0.95 0.15
O 7.92 -2.25 -3.64
O -8.89 0.99 -1.05
O 9.38 -2.35 -1.64
O 3.68 -4.39 -7.36
O 9.81 -3.88 -3.53
O -1.42 8.57 6.93
O -2.42 7.73 9.03
O 3.37 -2.44 -5.88
O -3.59 -1.04 0.84
O 0.56 2.02 3.36
O -2.31 6.24 7.06
O -8.83 2.22 1.13
N -0.47 -1.87 0.64
N -2.24 -1.17 -5.07
N -1.57 -3.70 -2.74
C -3.99 8.23 7.12
C -1.96 -2.25 -2.64
C 8.70 -4.42 -0.53
C -3.43 -0.29 -0.07
C 0.03 5.00 4.51
C -6.51 0.06 1.84
C -2.12 -1.63 -4.05
C -1.67 0.69 3.51
C 2.37 -3.47 -0.78
C -3.85 -0.79 -1.50
C 2.21 -0.84 -2.77
C -7.46 -0.71 0.94
C 2.40 -4.82 -7.84
C -1.40 7.06 9.79
C -0.10 7.84 9.79
C 5.55 -3.86 -5.73
C 1.54 -3.68 -2.11
C 1.53 -3.65 -8.25
C 10.36 -1.35 -3.74
C -3.28 -2.21 -1.80
C -10.99 0.90 0.50
C 2.36 0.05 -4.06
C -0.58 -1.84 -0.49
C 8.41 -2.95 -0.77
C -0.71 -1.51 -1.98
C -1.04 4.16 5.18
C -2.20 -4.27 -3.61
H 2.07 -2.99 -8.94
H -2.00 1.13 2.57
H 1.90 -5.43 -7.08
H -11.23 0.80 1.56
H -0.27 8.88 10.09
H 3.17 -1.38 -2.62
H 8.04 -4.82 0.24
H 1.25 -3.04 -7.38
H 0.97 4.44 4.42
H -1.18 -0.26 3.32
H 0.36 7.85 8.80
H -4.97 -0.83 -1.51
H -11.46 1.79 0.08
H 10.45 -1.41 -4.83
H -5.52 -0.39 1.83
H -1.91 0.78 0.34
H -1.78 6.98 10.81
H -3.57 -0.04 -2.28
H 2.09 -0.15 -1.90
H -4.09 9.22 7.55
H 3.38 -0.04 -4.49
H -1.25 6.05 9.42
H 1.72 -3.73 0.09
H -4.05 -2.73 -2.43
H -11.29 0.01 -0.05
H 1.60 -0.23 -4.82
H 0.62 -4.00 -8.73
H 9.96 -0.38 -3.45
H -1.92 4.77 5.35
H 5.82 -3.44 -4.77
H -7.46 -1.76 1.23
H -0.28 5.28 3.50
H -4.13 8.28 6.04
H 2.17 1.12 -3.78
H 9.73 -4.56 -0.22
H 11.33 -1.52 -3.28
H 0.23 5.90 5.09
H 8.55 -5.00 -1.44
H 0.76 -4.45 -1.91
H 2.59 -5.45 -8.70
H 5.87 -4.90 -5.79
H 2.78 -2.45 -0.63
H 7.40 -2.80 -1.16
H 5.98 -3.27 -6.54
H -7.14 -0.66 -0.10
H -0.71 3.80 6.16
H -3.19 -2.83 -0.88
H -4.71 7.54 7.55
H -6.88 0.07 2.87
H 8.47 -2.41 0.17
H 0.61 7.39 10.49
H 3.22 -4.20 -0.74
H -2.51 0.54 4.19
H -6.42 1.10 1.52
H 2.23 -4.13 -2.87